Entry 1:
115
Properties=species:S:1:pos:R:3:lowdin_spin:R:1 method="wB97M-V/def2-TZVPD" total_charge=-1 multiplicity=4 relative_energy_ev=3.038 gap_ev="6.39 / 7.07" e_lumo_ev="2.49 / 2.49" s_squared=3.76 largest_force_ev_per_a=1.4 total_energy_ev=-117569.623
V 0.94 -0.08 0.25 2.7715
C 4.93 -2.99 1.42 -0.0012
C 3.53 -2.38 1.41 -0.0006
C 3.28 -1.60 2.70 0.0036
P 3.15 -1.30 -0.05 0.0239
C 3.56 -2.32 -1.54 0.0062
C 2.56 -1.98 -2.65 0.0082
C 4.98 -2.25 -2.08 0.0004
C 4.34 0.08 0.18 0.0139
C 5.73 0.04 0.09 0.0003
C 6.53 1.14 0.38 0.0098
C 8.03 1.06 0.26 0.0017
C 5.90 2.31 0.79 -0.0002
C 4.52 2.39 0.91 0.0051
C 3.70 1.28 0.60 0.0089
N 2.35 1.30 0.67 0.0230
C 1.58 2.50 0.55 0.0115
C 0.76 2.87 -1.43 0.0059
C 0.90 2.18 -2.76 0.0074
C 0.08 4.25 -1.43 0.0004
C 0.33 5.10 0.59 0.0004
C 0.12 6.59 0.83 0.0001
C 0.69 4.38 1.84 0.0010
C 1.24 3.17 1.86 0.0008
C 1.50 2.41 3.12 0.0026
H 5.02 -3.66 2.28 -0.0003
H 5.70 -2.22 1.51 0.0000
H 5.13 -3.58 0.52 0.0000
H 2.80 -3.18 1.32 0.0002
H 4.00 -0.79 2.81 0.0001
H 3.40 -2.27 3.55 0.0003
H 2.28 -1.18 2.75 0.0030
H 3.34 -3.34 -1.20 0.0002
H 2.70 -0.95 -2.99 0.0019
H 1.53 -2.10 -2.33 0.0031
H 2.73 -2.63 -3.51 0.0003
H 5.25 -1.23 -2.36 0.0001
H 5.06 -2.88 -2.98 0.0003
H 5.73 -2.61 -1.37 0.0000
H 6.21 -0.87 -0.22 -0.0002
H 8.34 0.07 -0.09 0.0000
H 8.53 1.24 1.22 0.0006
H 8.42 1.79 -0.45 0.0004
H 6.50 3.18 1.03 -0.0002
H 4.06 3.31 1.25 0.0006
H 1.51 1.28 -2.65 0.0063
H 1.38 2.84 -3.48 0.0003
H -0.08 1.90 -3.15 0.0001
H -0.22 4.63 -2.40 0.0001
H -0.14 7.10 -0.09 0.0000
H 1.03 7.05 1.23 0.0000
H -0.69 6.76 1.55 0.0000
H 0.42 4.85 2.79 0.0000
H 1.22 3.01 3.99 0.0001
H 2.55 2.12 3.21 0.0003
H 0.91 1.49 3.13 0.0019
S -1.36 0.57 1.07 0.0070
C -0.95 2.09 0.31 0.0062
C -1.57 3.27 0.29 0.0027
C -0.89 4.48 -0.25 0.0007
C 1.27 4.82 -0.61 0.0006
C 1.95 3.44 -0.62 0.0018
N 0.36 1.99 -0.29 0.0077
H -2.55 3.35 0.75 -0.0002
H -1.62 5.27 -0.46 0.0001
H 1.87 5.67 -0.94 0.0000
H 2.98 3.37 -0.97 0.0001
C -6.56 -2.71 -2.19 0.0000
C -6.42 -3.40 -0.86 0.0001
C -7.43 -4.28 -0.47 0.0000
C -7.39 -4.94 0.75 0.0000
C -6.33 -4.72 1.61 0.0000
C -5.32 -3.85 1.23 0.0001
C -5.34 -3.17 0.01 0.0006
Sb -3.61 -1.88 -0.23 0.0010
C -2.96 -2.64 -2.14 0.0001
C -3.29 -3.95 -2.46 0.0000
C -2.79 -4.57 -3.60 0.0002
C -1.94 -3.87 -4.43 0.0000
C -1.59 -2.57 -4.12 0.0002
C -2.08 -1.94 -2.97 0.0002
C -1.61 -0.54 -2.67 0.0038
C -4.67 -0.16 -0.98 0.0000
C -4.70 0.18 -2.33 0.0000
C -5.35 1.33 -2.77 0.0000
C -5.98 2.16 -1.86 0.0000
C -5.96 1.83 -0.51 0.0000
C -5.31 0.68 -0.05 -0.0001
C -5.30 0.37 1.42 -0.0005
H -7.26 -3.25 -2.83 0.0000
H -5.60 -2.64 -2.71 0.0000
H -6.92 -1.69 -2.06 0.0000
H -8.26 -4.45 -1.14 0.0000
H -8.19 -5.62 1.02 0.0000
H -6.28 -5.23 2.57 0.0000
H -4.48 -3.69 1.90 0.0000
H -3.95 -4.52 -1.81 0.0000
H -3.06 -5.60 -3.82 0.0000
H -1.53 -4.34 -5.32 0.0000
H -0.90 -2.03 -4.75 0.0000
H -0.54 -0.46 -2.90 0.0022
H -1.73 -0.27 -1.62 0.0017
H -2.14 0.21 -3.26 0.0001
H -4.22 -0.46 -3.05 0.0000
H -5.35 1.57 -3.83 0.0000
H -6.48 3.06 -2.19 0.0000
H -6.45 2.47 0.21 0.0000
H -5.85 1.13 1.98 0.0000
H -4.28 0.34 1.80 -0.0007
H -5.77 -0.60 1.62 0.0000
F 1.11 -3.81 -0.12 0.0001
B 0.07 -3.02 0.38 0.0033
F 0.49 -2.35 1.55 0.0087
F -1.07 -3.76 0.58 0.0004
F -0.17 -1.94 -0.55 0.0275

---

Entry 2:
160
Properties=species:S:1:pos:R:3:mulliken_charge:R:1 method="wB97M-V/def2-TZVPD" total_charge=+1 multiplicity=1 gap_ev=8.84 e_lumo_ev=-2.90 largest_force_ev_per_a=13.6 total_energy_ev=-205966.625
C -1.61 2.47 3.09 -0.2212
C -1.46 3.58 2.40 -0.6220
C -2.55 4.57 2.24 0.2224
O -2.37 5.75 2.47 -0.5585
O -3.77 4.11 1.81 -0.0995
C -4.78 4.15 2.82 0.7091
C -6.06 4.75 2.31 -1.9282
C -6.67 3.90 1.21 -0.2627
C -7.30 2.62 1.77 -0.7949
C -7.12 1.44 0.79 -1.1196
C -6.55 0.22 1.49 -1.2501
C -5.14 0.49 2.05 1.7259
C -4.20 0.91 0.93 -0.5842
O -2.83 0.87 1.23 -0.1940
C -2.38 -0.39 1.73 -0.4814
C -2.41 -1.38 0.56 -0.9621
C -1.96 -0.68 -0.71 -0.1892
O -2.68 -0.53 -1.66 -0.5062
I 0.05 0.10 -0.80 0.0615
C -3.17 -0.76 2.98 1.2434
C -2.83 -2.08 3.73 -0.6743
C -1.65 -2.94 3.27 -1.6320
C -0.25 -2.29 3.37 0.0944
C 0.62 -2.52 2.15 -0.7467
S 0.91 -4.30 1.88 -0.2242
C 2.24 -4.18 0.75 0.4470
N 3.40 -4.65 0.82 -0.7133
N 4.03 -4.24 -0.35 0.0838
C 3.21 -3.57 -1.01 -0.2977
O 2.01 -3.49 -0.38 -0.2269
C -3.01 0.39 4.00 -0.3419
C -4.05 0.35 5.14 -2.1316
F -1.76 0.32 4.56 0.2323
N -4.62 -0.82 2.57 -0.1131
H -2.48 2.37 3.73 0.4388
H -0.90 1.66 3.10 0.3455
H -0.51 3.81 1.94 0.5438
H -4.44 4.75 3.66 0.7650
H -4.97 3.15 3.22 -0.6010
H -6.76 4.75 3.14 0.3792
H -5.95 5.77 1.98 0.4029
H -7.44 4.46 0.70 0.2518
H -5.93 3.64 0.46 0.4121
H -8.35 2.73 1.97 0.5909
H -6.84 2.36 2.72 0.5814
H -6.55 1.69 -0.09 0.4891
H -8.11 1.16 0.44 0.6209
H -6.55 -0.69 0.89 0.4599
H -7.17 0.03 2.37 0.4105
H -5.26 1.22 2.83 -1.3547
H -4.44 1.95 0.69 0.2250
H -4.45 0.35 0.03 0.1638
H -1.34 -0.22 1.97 1.2816
H -1.71 -2.20 0.69 0.5455
H -3.37 -1.82 0.32 0.4940
H -2.68 -1.89 4.78 0.3628
H -3.71 -2.72 3.68 0.3006
H -1.62 -3.77 3.98 0.6152
H -1.82 -3.43 2.32 0.8900
H -0.28 -1.22 3.56 -0.4607
H 0.27 -2.73 4.21 0.9150
H 0.26 -2.04 1.24 -0.3273
H 1.59 -2.08 2.35 0.8361
H 3.32 -3.07 -1.95 0.5842
H -3.10 1.36 3.53 -1.3656
H -4.79 1.13 4.95 0.1530
H -4.52 -0.62 5.26 0.3815
H -3.55 0.65 6.05 0.7913
H -4.73 -1.48 1.80 0.8252
H -5.20 -1.20 3.32 0.8284
C -8.45 6.81 -3.58 -0.8795
C -8.28 5.80 -2.43 1.0749
C -8.81 4.38 -2.63 0.0597
F -10.13 4.34 -2.85 -0.2138
F -8.57 3.66 -1.50 -0.2174
F -8.79 6.32 -1.29 -0.2947
F -6.94 5.66 -2.23 -0.3386
O -9.53 7.73 -3.52 -0.3923
C -10.79 7.40 -3.99 0.7816
C -11.83 7.39 -2.87 0.1900
F -11.49 6.53 -1.89 -0.2103
F -13.02 6.99 -3.37 -0.2533
F -10.78 6.25 -4.69 -0.2880
F -11.15 8.38 -4.85 -0.2932
H -7.57 7.45 -3.51 0.4177
H -8.38 6.32 -4.55 0.3452
H -8.30 3.89 -3.47 0.2666
H -11.94 8.39 -2.44 0.2478
C 3.90 -5.06 -4.60 -1.0664
C 4.77 -3.90 -5.10 1.1516
C 6.05 -4.24 -5.87 0.0286
F 6.93 -4.95 -5.14 -0.1870
F 6.66 -3.08 -6.22 -0.2345
F 5.04 -3.06 -4.07 -0.2773
F 4.00 -3.20 -5.98 -0.3361
O 4.03 -5.46 -3.24 -0.2039
C 5.00 -6.37 -2.84 0.7720
C 6.04 -5.75 -1.90 0.3247
F 6.63 -4.68 -2.47 -0.2116
F 7.00 -6.66 -1.64 -0.3091
F 5.57 -6.97 -3.91 -0.2970
F 4.37 -7.34 -2.15 -0.3259
H 2.88 -4.69 -4.66 0.4137
H 3.94 -5.92 -5.27 0.3395
H 5.82 -4.79 -6.79 0.2586
H 5.57 -5.43 -0.97 0.2955
C 2.48 1.85 -5.11 -0.8620
C 3.22 2.71 -4.07 1.0059
C 4.15 3.81 -4.59 0.0263
F 5.14 3.32 -5.35 -0.2091
F 4.71 4.44 -3.53 -0.2665
F 3.87 1.90 -3.21 -0.2710
F 2.26 3.35 -3.33 -0.3427
O 3.03 0.58 -5.43 -0.3046
C 4.02 0.43 -6.38 0.7150
C 5.36 -0.05 -5.79 1.0935
F 5.80 0.79 -4.84 -0.2422
F 6.28 -0.09 -6.78 -0.2706
F 4.15 1.55 -7.11 -0.2953
F 3.60 -0.54 -7.22 -0.2818
H 1.52 1.60 -4.66 0.4577
H 2.23 2.41 -6.01 0.3064
H 3.59 4.54 -5.17 0.2904
H 5.24 -1.04 -5.36 -0.5655
C 10.36 -5.57 -2.90 -0.6592
C 10.60 -4.31 -2.05 0.9021
C 10.80 -2.98 -2.79 0.1116
F 11.86 -3.00 -3.61 -0.2281
F 11.01 -2.00 -1.88 -0.2726
F 11.63 -4.53 -1.20 -0.2836
F 9.49 -4.13 -1.28 -0.2855
O 11.46 -6.43 -3.16 -0.4477
C 12.34 -6.21 -4.20 0.7697
C 13.76 -5.90 -3.72 0.1946
F 13.77 -4.83 -2.90 -0.2162
F 14.54 -5.63 -4.78 -0.2561
F 11.87 -5.28 -5.05 -0.2857
F 12.41 -7.37 -4.90 -0.3042
H 9.69 -6.19 -2.31 0.3296
H 9.80 -5.35 -3.81 0.4654
H 9.90 -2.73 -3.37 0.2381
H 14.16 -6.76 -3.18 0.2381
C 0.22 0.21 8.69 -0.9390
C -0.97 0.82 7.93 0.9971
C -1.25 0.31 6.51 0.2841
F -0.23 0.52 5.67 -0.2917
F -2.33 0.97 6.01 -0.1142
F -0.87 2.16 7.92 -0.2654
F -2.09 0.51 8.65 -0.3496
O 1.45 0.92 8.71 -0.3865
C 2.38 0.80 7.70 0.7759
C 2.59 2.12 6.94 0.1762
F 1.43 2.57 6.41 -0.1776
F 3.45 1.90 5.92 -0.2554
F 2.09 -0.22 6.87 -0.2732
F 3.56 0.50 8.29 -0.3013
H -0.09 0.21 9.73 0.4437
H 0.37 -0.84 8.43 0.4151
H -1.48 -0.76 6.52 0.1359
H 3.00 2.88 7.61 0.2736